(1)
{
  "formula": "C2H3BO2",
  "method": "ωB97M-V/def2-TZVPD",
  "elements": ["H", "O", "H", "C", "B", "O", "C", "H"],
  "positions_angstrom": [[0.49, -0.21, -0.12], [-1.80, -0.29, 0.34], [1.05, 0.90, -1.38], [1.30, 0.29, -0.52], [-2.92, -0.63, 0.39], [3.51, 0.49, 0.58], [2.45, 0.48, 0.06], [-4.07, -1.03, 0.64]],
  "lumo_ev": 0.54,
  "smiles": "C=C=O.B=O"
}

(2)
{
  "formula": "C2H3Br2N",
  "method": "ωB97M-V/def2-TZVPD",
  "elements": ["H", "H", "Br", "C", "Br", "H", "N", "C"],
  "positions_angstrom": [[0.94, 1.60, 0.88], [0.24, 0.21, 1.80], [-1.83, -0.43, -2.39], [-0.76, -0.41, -0.84], [0.01, -2.12, -0.51], [1.35, -0.20, 0.41], [-0.47, 0.80, -0.16], [0.51, 0.54, 0.81]],
  "lumo_ev": 0.02
}

(3)
{
  "formula": "C2H3Br2N",
  "method": "ωB97M-V/def2-TZVPD",
  "elements": ["N", "Br", "H", "H", "C", "C", "H", "Br"],
  "positions_angstrom": [[0.51, 0.90, -0.07], [-0.96, -1.80, -0.02], [1.08, -1.00, -0.58], [-0.79, 0.32, 1.51], [1.35, 0.10, -0.48], [-1.04, 0.04, 0.46], [2.43, 0.52, -0.78], [-2.58, 0.92, -0.04]],
  "lumo_ev": 0.47
}

(4)
{
  "formula": "C2H3Br2N",
  "method": "ωB97M-V/def2-TZVPD",
  "elements": ["H", "C", "C", "Br", "N", "H", "H", "Br"],
  "positions_angstrom": [[0.55, -0.61, 1.57], [0.02, -0.13, -0.53], [-0.16, -0.25, 0.89], [-0.27, 1.84, 1.68], [-0.38, 0.59, -1.39], [-1.01, -0.69, 1.17], [-0.28, 0.77, -2.35], [1.55, -1.51, -1.04]],
  "lumo_ev": -1.12,
  "smiles": "[H]/N=C(\\Br)CBr"
}

(5)
{
  "formula": "C2H3Br2N3",
  "method": "ωB97M-V/def2-TZVPD",
  "elements": ["N", "N", "Br", "N", "H", "H", "C", "Br", "C", "H"],
  "positions_angstrom": [[-0.18, 1.35, 0.23], [-0.45, 1.87, 1.36], [-2.02, 0.06, -1.44], [0.43, -2.05, -0.18], [1.35, -2.55, -0.29], [-0.85, -0.63, 0.84], [0.51, -0.80, -0.46], [1.95, -0.05, -1.50], [-0.66, -0.01, -0.01], [-0.08, 2.82, 1.45]],
  "lumo_ev": -0.69,
  "smiles": "[H]/N=C(\\Br)[C@H](Br)/N=N/[H]"
}

(6)
{
  "formula": "C2H3Br2N3",
  "method": "ωB97M-V/def2-TZVPD",
  "elements": ["N", "H", "Br", "Br", "H", "C", "H", "C", "N", "N"],
  "positions_angstrom": [[0.43, -0.57, 1.17], [-0.79, -2.22, 1.02], [-3.23, -0.53, -0.35], [3.59, -0.13, -0.27], [2.75, -0.45, 0.81], [-0.91, 0.93, 0.40], [-1.26, 1.92, 0.15], [-0.62, -1.22, 0.81], [0.19, 0.79, 0.98], [-1.60, -0.28, 0.35]],
  "lumo_ev": -0.11,
  "smiles": "Brn1cnnc1.Br"
}

(7)
{
  "formula": "C2H3Br2O2P",
  "method": "ωB97M-V/def2-TZVPD",
  "elements": ["H", "H", "Br", "O", "C", "H", "O", "P", "Br", "C"],
  "positions_angstrom": [[0.68, 1.22, -2.18], [-0.47, -0.27, -2.94], [1.47, -0.67, -0.43], [1.02, 0.72, 2.52], [-0.38, 0.09, -0.45], [-0.49, 0.73, 0.50], [0.05, -1.35, 2.67], [-0.64, 0.98, -2.01], [-1.80, -1.11, -0.29], [0.56, -0.34, 2.62]],
  "s_squared": 2.01,
  "lumo_ev": [0.51, -4.23],
  "spin_multiplicity": 3
}

(8)
{
  "formula": "C2H3BrF2O2",
  "method": "ωB97M-V/def2-TZVPD",
  "elements": ["O", "H", "H", "Br", "C", "C", "H", "F", "F", "O"],
  "positions_angstrom": [[-1.42, -1.93, 0.53], [-1.44, -1.42, 1.44], [-0.40, -1.81, -1.13], [2.24, 3.12, 0.37], [-0.43, 0.19, -0.02], [-0.38, -1.37, -0.16], [1.85, 3.40, -1.08], [0.37, 0.88, -0.78], [0.86, -1.81, 0.19], [-1.25, 0.75, 0.64]],
  "lumo_ev": 0.36,
  "smiles": "O=C(F)[C@H](O)F.Br"
}

(9)
{
  "formula": "C2H3BrN2O",
  "method": "ωB97M-V/def2-TZVPD",
  "elements": ["N", "C", "N", "O", "Br", "H", "C", "H", "H"],
  "positions_angstrom": [[-0.24, -1.12, 1.21], [0.60, 1.14, -0.40], [-1.28, -0.99, 0.71], [2.65, 0.15, 0.24], [-1.00, 0.83, -1.24], [-2.22, -1.28, 0.78], [1.63, 0.18, -0.45], [0.89, 2.15, -0.19], [1.61, -0.73, -1.19]],
  "s_squared": 2.02,
  "lumo_ev": [0.48, -1.71],
  "spin_multiplicity": 3
}

(10)
{
  "formula": "C2H3BrN4",
  "method": "ωB97M-V/def2-TZVPD",
  "elements": ["N", "N", "N", "H", "H", "H", "N", "Br", "C", "C"],
  "positions_angstrom": [[2.13, -1.44, -0.85], [-0.16, 1.66, -1.21], [-1.63, 0.17, -0.01], [-0.17, -1.12, 1.18], [0.40, 2.41, -0.97], [2.18, -2.02, -1.69], [0.54, -1.69, 0.90], [-3.39, -0.13, 0.40], [-0.96, 1.05, -0.53], [1.19, -1.44, -0.07]],
  "lumo_ev": -0.42,
  "smiles": "N=C=NBr.N=C=N"
}

(11)
{
  "formula": "C2H3BrN4",
  "method": "ωB97M-V/def2-TZVPD",
  "elements": ["N", "Br", "H", "H", "N", "H", "N", "C", "C", "N"],
  "positions_angstrom": [[-2.73, 2.06, -0.11], [-1.63, 0.22, 3.09], [0.70, 0.02, -1.01], [-1.08, -0.11, -1.38], [-1.29, 0.57, 1.30], [0.74, -0.25, 2.20], [0.82, -0.37, 1.18], [-0.19, 0.02, 0.63], [-2.14, 1.31, 0.54], [-0.27, 0.11, -0.79]],
  "lumo_ev": -0.84,
  "smiles": "[H]/N=C(/N)N(Br)C#N"
}

(12)
{
  "formula": "C2H3BrO",
  "method": "ωB97M-V/def2-TZVPD",
  "elements": ["C", "O", "H", "Br", "H", "C", "H"],
  "positions_angstrom": [[-0.19, 0.56, 0.20], [-0.14, -1.78, 0.59], [-1.22, 1.04, 0.13], [1.05, 1.78, -0.77], [0.14, 0.52, 1.35], [0.00, -0.91, -0.23], [0.37, -1.21, -1.28]],
  "lumo_ev": 0.32,
  "smiles": "O=CCBr"
}